[1]
C20H21F3LiN3O5 as an isolated structure in a non-equilibrium geometry. Source: the Open Molecules 2025 dataset; level of theory: wB97M-V/def2-TZVPD.

The geometry in XYZ format:
```
53
C20H21F3LiN3O5 (wB97M-V/def2-TZVPD)
Li -0.2013 -0.1936 -0.1341
C -0.7431 -2.6444 1.3922
O -0.1391 -1.5503 1.5574
O -1.6768 -2.9810 2.0974
O -0.2203 -3.5396 0.7345
C 1.5268 -1.8586 -2.6865
O 1.9339 -3.0969 -2.1314
O 1.1254 -1.1422 -1.5486
C 2.6093 -1.1231 -3.6187
F 2.8349 -1.7600 -4.7045
F 2.2097 0.1482 -4.0071
F 3.7117 -1.1435 -2.8655
C 2.2287 -4.2271 -2.9409
C 2.7160 -5.2930 -1.9283
H 1.9648 -5.5953 -1.1986
H 3.0400 -6.1616 -2.5015
H 3.5604 -4.8530 -1.3978
H 3.1109 -4.1001 -3.5684
H 1.3240 -4.4106 -3.5205
H 0.6257 -2.0507 -3.2690
N -1.9457 -0.1819 -1.2294
C -1.7040 0.4975 -2.3729
C -2.6310 1.0013 -3.2516
C -3.9466 0.8331 -2.8739
C -4.3352 0.0664 -1.7567
C -3.2763 -0.4305 -0.9198
H -0.7041 0.8943 -2.4696
H -2.2785 1.7508 -3.9447
H -4.7185 1.2911 -3.4746
H -5.3923 -0.1427 -1.6850
H -3.6390 -1.1225 -0.1741
N 0.1177 1.8183 0.2357
C 1.1608 2.1494 0.9699
C 1.5028 3.4286 1.2126
C 0.5847 4.4204 0.8398
C -0.5693 4.1131 0.1501
C -0.6510 2.8108 -0.2828
H 1.7766 1.3302 1.3108
H 2.4449 3.6722 1.6812
H 0.7814 5.4453 1.1179
H -1.3917 4.7405 -0.1602
H -1.5366 2.5758 -0.8545
N -0.4784 -0.0189 4.6626
C -0.5860 0.8916 3.6537
C -0.3129 2.1988 3.8583
C 0.0130 2.6352 5.1219
C 0.2507 1.7669 6.1202
C -0.0133 0.3957 5.8643
H -0.8017 0.5136 2.6652
H -0.4362 2.9770 3.1196
H 0.2204 3.6616 5.3862
H 0.6308 1.9140 7.1203
H 0.3228 -0.3203 6.5998
```

## Properties
E_LUMO	4.0	eV
largest force on an atom	0.12770	hartree/bohr
energy above the lowest of the compared OMol25 structures with the same formula, charge and spin	40.90	kcal/mol
net charge	-2
HOMO-LUMO gap	1.77	eV

---

[2]
C20H21FeN3OS as an isolated structure in a non-equilibrium geometry. Source: the Open Molecules 2025 dataset; level of theory: wB97M-V/def2-TZVPD.

The geometry in XYZ format:
```
47
C20H21FeN3OS (wB97M-V/def2-TZVPD)
Fe -0.4269 0.7952 0.0865
N -0.5309 -1.1837 1.0372
C -1.3528 -1.1261 2.2562
C -0.7614 -1.5266 3.4841
C -1.3927 -1.3406 4.7363
C -2.5995 -0.6468 4.7179
C -3.2050 -0.2816 3.5187
C -2.5990 -0.5298 2.2905
C -3.2263 -0.0653 0.9759
C -4.4906 -0.4599 0.6173
C -5.0811 0.0832 -0.5244
C -4.3598 0.9930 -1.3061
C -3.0790 1.3311 -0.8884
C -2.4832 0.7822 0.2086
H 0.3811 -1.4875 1.3746
H -0.9797 -1.7695 0.3849
H 0.1848 -1.9854 3.5837
H -0.9734 -1.6179 5.6675
H -3.1277 -0.3839 5.6093
H -4.2073 0.1260 3.4922
H -4.9397 -1.1948 1.2560
H -6.1316 -0.1982 -0.6924
H -4.7529 1.3906 -2.2364
H -2.5404 2.0664 -1.5042
C 1.3614 3.6238 0.8903
C 1.1034 2.0737 0.9262
O 1.5654 1.2778 1.6595
H 1.8347 3.8084 -0.1083
H 1.9348 3.8462 1.7970
H 0.4834 4.3561 0.8283
C 3.9446 -0.8796 -5.0192
C 3.3370 -0.6382 -3.7077
C 3.9394 -0.8798 -2.5033
C 3.2346 -0.7621 -1.3220
N 1.9478 -0.3787 -1.3069
C 1.3423 -0.0454 -2.4521
S -0.2678 0.4554 -2.4350
N 2.0432 -0.2066 -3.6274
C 3.8662 -0.8982 0.0408
H 4.5928 -1.7494 -5.0407
H 4.5393 -0.0008 -5.2773
H 3.1611 -1.0213 -5.7313
H 5.0472 -1.1764 -2.5398
H 1.5867 0.0838 -4.4541
H 3.0753 -0.9457 0.7812
H 4.4215 0.0250 0.2696
H 4.5806 -1.7379 0.1865
```

## Properties
E_LUMO (alpha / beta)	-3.5 / -3.9	eV
largest force on an atom	0.06517	hartree/bohr
2S+1	6
energy above the lowest of the compared OMol25 structures with the same formula, charge and spin	3.09	kcal/mol
net charge	+1
HOMO-LUMO gap (alpha / beta)	7.20 / 6.97	eV

---

[3]
C20H21HgN7O5 as an isolated structure in a non-equilibrium geometry. Source: the Open Molecules 2025 dataset; level of theory: wB97M-V/def2-TZVPD.

The geometry in XYZ format:
```
54
C20H21HgN7O5 (wB97M-V/def2-TZVPD)
Hg -0.6500 1.7759 0.2278
O 0.0672 3.4249 1.4361
N 0.9258 4.1613 0.8602
N 1.2440 3.8621 -0.3499
O 0.7576 2.8432 -1.0447
C 2.1858 4.6920 -1.0007
C 2.7049 5.8297 -0.3747
C 3.6034 6.6292 -1.0530
C 4.0013 6.3150 -2.3468
C 3.4923 5.1783 -2.9580
C 2.5902 4.3682 -2.2918
H 2.3811 6.0640 0.6273
H 3.9976 7.5189 -0.5784
H 4.7010 6.9494 -2.8752
H 3.7986 4.9311 -3.9661
H 2.1710 3.4833 -2.7460
N -1.1126 -0.0536 -1.5162
N -2.4865 0.1240 -1.7654
C -3.3159 0.8020 -0.8212
O -4.5201 0.5922 -0.9360
O -2.7419 1.5828 0.0106
H -0.5868 0.1051 -2.3654
H -0.9120 -0.9856 -1.1634
H -2.9614 -0.6633 -2.1746
C -1.4555 -4.2632 -2.9594
C -1.6581 -3.9481 -1.5001
C -0.6308 -4.0793 -0.5736
C -0.8173 -3.7898 0.7707
C -2.0554 -3.3328 1.2183
N -2.3375 -3.0596 2.5618
C -1.5391 -3.0880 3.6891
O -2.0102 -3.4725 4.7524
N -0.2237 -2.7178 3.6058
C 0.4463 -1.7346 2.8348
C 1.8572 -1.6767 2.9774
C 2.5435 -0.6767 2.2538
C 1.8527 0.1874 1.4549
N 0.4906 0.1415 1.3091
C -0.1805 -0.8280 2.0173
C -3.0910 -3.1948 0.2947
C -2.8980 -3.5132 -1.0369
H -0.4490 -4.6383 -3.1417
H -1.6039 -3.3710 -3.5725
H -2.1714 -5.0157 -3.2955
H 0.3407 -4.4294 -0.9034
H -0.0048 -3.9434 1.4655
H -3.3145 -3.0956 2.8015
H 0.2619 -2.9508 4.4577
H 2.3755 -2.3599 3.6388
H 3.6193 -0.5830 2.3359
H 2.3616 0.9669 0.8977
H -1.2571 -0.8130 1.9163
H -4.0563 -2.8262 0.6229
H -3.7294 -3.4245 -1.7277
```

## Properties
E_LUMO (alpha / beta)	2.6 / 2.6	eV
largest force on an atom	0.04265	hartree/bohr
2S+1	2
net charge	-1
HOMO-LUMO gap (alpha / beta)	4.28 / 7.92	eV

---

[4]
A 3-piece molecular cluster, C20H21N2O4P overall in a non-equilibrium geometry. Source: the Open Molecules 2025 dataset; level of theory: wB97M-V/def2-TZVPD.

The geometry in XYZ format:
```
48
C20H21N2O4P (wB97M-V/def2-TZVPD)
O -2.0536 2.1076 2.7623
N -2.8592 2.2343 3.6743
O -3.5454 3.2285 3.8575
C -3.0070 1.1195 4.6125
C -2.2157 -0.0176 4.4588
C -2.3424 -1.0641 5.3659
C -3.2556 -0.9729 6.4123
C -4.0503 0.1612 6.5541
C -3.9285 1.2138 5.6534
H -1.5005 -0.1011 3.6478
H -1.7267 -1.9510 5.2594
H -3.3478 -1.7896 7.1219
H -4.7624 0.2255 7.3700
H -4.5511 2.0932 5.7767
O 5.6512 -3.1783 -4.0823
N 4.7454 -2.4723 -3.6631
O 3.5944 -2.8495 -3.4972
C 5.0596 -1.0779 -3.3422
C 6.3516 -0.5974 -3.5518
C 6.6395 0.7340 -3.2666
C 5.6435 1.5721 -2.7738
C 4.3595 1.0816 -2.5594
C 4.0610 -0.2454 -2.8417
H 7.1362 -1.2401 -3.9355
H 7.6400 1.1196 -3.4318
H 5.8688 2.6121 -2.5578
H 3.5835 1.7350 -2.1741
H 3.0537 -0.6079 -2.6685
C -0.2298 0.1836 -3.3114
C -1.2233 -0.5079 -2.2470
C -1.4360 -2.0589 -2.2703
C -2.3952 -2.7435 -1.2501
C -3.1892 -1.8724 -0.2103
C -2.9874 -0.3353 -0.1695
C -2.0022 0.3135 -1.1695
C -1.7971 1.9199 -1.0498
P -0.0888 2.1333 -0.1881
H 0.8613 0.2182 -2.9854
H -0.3758 -0.3793 -4.3099
H -0.6531 1.2401 -3.4959
H -0.8631 -2.7033 -3.0175
H -2.5698 -3.8737 -1.1974
H -3.9167 -2.3764 0.5188
H -3.5436 0.3109 0.5871
H -1.8313 2.4388 -2.0672
H -2.5640 2.3803 -0.3181
H -0.2266 1.3034 0.9975
H 0.7902 1.3359 -1.0269
```

## Properties
E_LUMO	-0.7	eV
largest force on an atom	0.08228	hartree/bohr
net charge	0
HOMO-LUMO gap	7.22	eV
SMILES	O=[N+]([O-])c1ccccc1.O=[N+]([O-])c1ccccc1.Cc1ccccc1CP

---

[5]
C20H21N3O3S in the gas phase in a non-equilibrium geometry. Source: the Open Molecules 2025 dataset; level of theory: wB97M-V/def2-TZVPD.

The geometry in XYZ format:
```
48
C20H21N3O3S (wB97M-V/def2-TZVPD)
C 0.0596 -3.6500 5.6574
C 1.3844 -3.2453 5.0172
O 1.2105 -2.4307 3.8748
C 0.8237 -2.9886 2.6958
C 0.6639 -4.3486 2.4465
C 0.2845 -4.7722 1.1837
C 0.0524 -3.8786 0.1563
C 0.2134 -2.5193 0.4032
N -0.0094 -1.5346 -0.5670
C -0.2660 -1.6747 -1.8844
O -0.3949 -2.7121 -2.4905
C -0.4885 -0.3322 -2.6114
C -1.9694 0.0146 -2.5176
C -2.3041 1.3272 -3.1984
O -3.1099 1.4242 -4.0915
N -1.6580 2.4217 -2.6764
C -2.1157 3.7510 -3.0457
C -0.6698 2.3550 -1.7208
N -0.5148 3.2790 -0.8866
C 0.4185 3.2830 0.1373
C 1.3485 4.3150 0.2192
C 2.2387 4.3575 1.2750
C 2.2030 3.3883 2.2639
C 1.2641 2.3725 2.1971
C 0.3762 2.3155 1.1410
S 0.5204 1.0048 -1.8788
C 0.5953 -2.0820 1.6634
H 0.2493 -4.2289 6.5570
H -0.5080 -2.7614 5.9221
H -0.5374 -4.2466 4.9720
H 1.9546 -2.6196 5.7097
H 1.9884 -4.1281 4.7753
H 0.8355 -5.0844 3.2154
H 0.1651 -5.8293 1.0001
H -0.2413 -4.2195 -0.8211
H 0.1518 -0.5874 -0.2389
H -0.1896 -0.4556 -3.6553
H -2.2673 0.0824 -1.4658
H -2.5527 -0.7734 -2.9979
H -2.8652 3.6341 -3.8255
H -1.2776 4.3400 -3.4153
H -2.5458 4.2487 -2.1770
H 1.3713 5.0648 -0.5566
H 2.9648 5.1553 1.3269
H 2.9003 3.4269 3.0870
H 1.2242 1.6196 2.9710
H -0.3741 1.5380 1.0944
H 0.7331 -1.0305 1.8668
```

## Properties
E_LUMO	0.5	eV
largest force on an atom	0.02327	hartree/bohr
energy above the lowest of the compared OMol25 structures with the same formula, charge and spin	40.44	kcal/mol
net charge	0
HOMO-LUMO gap	9.08	eV
SMILES	CCOc1cccc(NC(=O)[C@H]2CC(=O)N(C)/C(=N/c3ccccc3)S2)c1

---

[6]
C20H21N3O3S in the gas phase. Source: the Open Molecules 2025 dataset; level of theory: wB97M-V/def2-TZVPD.

The geometry in XYZ format:
```
48
C20H21N3O3S (wB97M-V/def2-TZVPD)
C 7.4017 0.4608 1.3975
O 6.4825 -0.4438 0.8364
C 5.2574 0.0305 0.4632
C 4.8300 1.3412 0.5953
C 3.5553 1.6950 0.1791
C 2.6945 0.7628 -0.3733
N 1.3962 1.0620 -0.8004
C 0.8213 2.2790 -0.8949
O 1.3448 3.3437 -0.6381
C -0.6240 2.2116 -1.3803
S -1.7582 1.7618 -0.0278
C -1.6433 0.0257 -0.1157
N -0.8689 -0.6487 -0.9344
C -1.1133 -1.9606 -0.6666
C -2.0413 -2.0688 0.3234
N -2.3747 -0.7879 0.6821
C -3.3713 -0.3782 1.6408
C -4.6765 -0.0661 0.9480
C -5.4345 -1.0944 0.4022
C -6.6114 -0.8158 -0.2687
C -7.0405 0.4942 -0.4003
C -6.2878 1.5229 0.1393
C -5.1088 1.2449 0.8088
C 3.1330 -0.5707 -0.5163
O 2.2400 -1.4360 -1.0841
C 2.6395 -2.7681 -1.2833
C 4.4000 -0.9213 -0.0949
H 7.0216 0.8953 2.3277
H 7.6527 1.2646 0.6980
H 8.2962 -0.1224 1.6118
H 5.4663 2.1013 1.0175
H 3.2247 2.7149 0.2790
H 0.8232 0.2474 -1.0421
H -0.7643 1.4755 -2.1696
H -0.9386 3.2033 -1.7030
H -0.5998 -2.7281 -1.2072
H -2.4723 -2.9222 0.8040
H -3.0017 0.5090 2.1633
H -3.5024 -1.1922 2.3595
H -5.1009 -2.1177 0.5007
H -7.1941 -1.6220 -0.6892
H -7.9594 0.7118 -0.9241
H -6.6167 2.5461 0.0364
H -4.5173 2.0485 1.2214
H 1.8032 -3.2552 -1.7823
H 2.8405 -3.2748 -0.3338
H 3.5255 -2.8305 -1.9229
H 4.7720 -1.9284 -0.1822
```

## Properties
E_LUMO	0.7	eV
largest force on an atom	0.01022	hartree/bohr
energy above the lowest of the compared OMol25 structures with the same formula, charge and spin	55.12	kcal/mol
net charge	0
HOMO-LUMO gap	8.22	eV
SMILES	COc1ccc(NC(=O)CSc2nccn2Cc2ccccc2)c(OC)c1

---

[7]
C20H21N7O5PtS2 as an isolated structure. Source: the Open Molecules 2025 dataset; level of theory: wB97M-V/def2-TZVPD.

The geometry in XYZ format:
```
56
C20H21N7O5PtS2 (wB97M-V/def2-TZVPD)
Pt 0.4151 0.4781 -0.1621
O -2.4614 -3.9886 -0.2730
C -3.6320 -3.3264 -0.3163
C -4.8061 -4.0811 -0.3687
C -6.0346 -3.4558 -0.4134
C -6.1215 -2.0653 -0.4058
C -4.9619 -1.3177 -0.3526
C -3.7042 -1.9229 -0.3070
C -2.4487 -1.1104 -0.2527
O -1.3337 -1.7115 -0.2941
N -2.6527 0.1956 -0.1807
N -1.5420 1.0091 -0.0965
C -1.8491 2.2530 -0.0004
S -0.6484 3.5252 0.0636
C -1.8315 4.7596 0.6714
C -3.1512 4.5154 -0.0316
S -3.5283 2.7401 0.0535
H -1.7666 -3.2790 -0.2462
H -4.7194 -5.1598 -0.3722
H -6.9361 -4.0551 -0.4543
H -7.0859 -1.5764 -0.4413
H -5.0019 -0.2372 -0.3452
H -1.4235 5.7443 0.4457
H -1.9369 4.6545 1.7509
H -3.0976 4.8241 -1.0755
H -3.9673 5.0502 0.4539
C 7.0281 -1.4669 -0.1343
O 6.6566 -1.1441 1.1958
C 5.3957 -0.7177 1.4088
C 5.0859 -0.4249 2.7590
C 3.8380 0.0114 3.0607
C 2.8158 0.1872 2.0836
C 1.5363 0.6429 2.5248
C 1.2968 0.9821 3.9730
O 0.5165 0.7914 1.8045
C 3.1393 -0.1219 0.7247
O 2.3446 -0.0284 -0.2895
C 4.4529 -0.5674 0.4258
H 8.0645 -1.7874 -0.0869
H 6.9438 -0.5956 -0.7874
H 6.4116 -2.2782 -0.5272
H 5.8487 -0.5597 3.5121
H 3.6090 0.2252 4.0945
H 2.0284 1.6993 4.3414
H 1.3706 0.0818 4.5857
H 0.2959 1.3919 4.0675
H 4.6558 -0.7866 -0.6113
N 0.3932 1.1831 -5.3780
N 0.3225 0.5051 -4.1726
N -0.0269 -0.7570 -4.1056
C -0.0527 -0.9554 -2.7959
N 0.2617 0.1715 -2.1458
N 0.5095 1.1048 -3.0436
H 0.8921 0.5874 -6.0299
H 0.9194 2.0328 -5.2051
H -0.3263 -1.8686 -2.2982
```

## Properties
E_LUMO	0.2	eV
largest force on an atom	0.00171	hartree/bohr
energy above the lowest of the compared OMol25 structures with the same formula, charge and spin	0.00	kcal/mol
net charge	0
HOMO-LUMO gap	7.44	eV

---

[8]
C20H21NO5S in the gas phase in a non-equilibrium geometry. Source: the Open Molecules 2025 dataset; level of theory: wB97M-V/def2-TZVPD.

The geometry in XYZ format:
```
48
C20H21NO5S (wB97M-V/def2-TZVPD)
C 6.9337 1.4998 0.9106
C 5.6775 0.7816 0.5302
C 5.1132 -0.1573 1.3880
C 3.9484 -0.8122 1.0473
C 3.2981 -0.5330 -0.1552
C 2.0512 -1.2787 -0.4524
O 1.8819 -2.4027 -0.0353
C 1.0055 -0.5607 -1.3002
C -0.2636 -1.4059 -1.4480
C -1.0333 -1.4834 -0.1302
N -1.3144 -0.1458 0.3426
S -2.4973 -0.0613 1.5177
O -2.5319 1.2843 2.0111
O -2.3658 -1.1297 2.4683
C -3.9892 -0.3681 0.5649
C -4.5648 -1.6234 0.6175
C -5.7519 -1.8669 -0.0545
C -6.3714 -0.8412 -0.7512
C -5.8079 0.4232 -0.7800
C -4.6009 0.6637 -0.1308
C -4.0182 2.0378 -0.1473
O -4.6140 3.0249 0.1852
O -2.7854 2.0615 -0.6582
C -0.1141 0.6168 0.6017
C 0.6383 0.8079 -0.7107
C 3.8659 0.4007 -1.0198
C 5.0414 1.0416 -0.6786
H 7.6258 0.8269 1.4121
H 7.4217 1.9249 0.0372
H 6.7009 2.3122 1.5998
H 5.5985 -0.3782 2.3276
H 3.5156 -1.5479 1.7086
H 1.4502 -0.4169 -2.2922
H -0.9050 -0.9538 -2.2061
H 0.0015 -2.4164 -1.7607
H -1.9888 -1.9882 -0.2823
H -0.4566 -2.0479 0.6131
H -4.0790 -2.3846 1.2079
H -6.1994 -2.8485 -0.0208
H -7.3046 -1.0227 -1.2626
H -6.2956 1.2331 -1.3007
H -2.4183 2.9571 -0.5820
H -0.4281 1.5707 1.0258
H 0.5291 0.1017 1.3321
H 1.5288 1.4121 -0.5363
H -0.0149 1.3291 -1.4121
H 3.4112 0.6088 -1.9767
H 5.4758 1.7550 -1.3644
```

## Properties
E_LUMO	0.3	eV
largest force on an atom	0.02065	hartree/bohr
energy above the lowest of the compared OMol25 structures with the same formula, charge and spin	9.02	kcal/mol
net charge	0
HOMO-LUMO gap	9.70	eV
SMILES	Cc1ccc(C(=O)C2CCN(S(=O)(=O)c3ccccc3C(=O)O)CC2)cc1

---

[9]
C20H22AuN2O8P2Te as an isolated structure in a non-equilibrium geometry. Source: the Open Molecules 2025 dataset; level of theory: wB97M-V/def2-TZVPD.

The geometry in XYZ format:
```
56
C20H22AuN2O8P2Te (wB97M-V/def2-TZVPD)
Au 0.6456 0.8536 -0.5424
C 1.6774 5.2807 -0.6406
C 0.9993 3.9974 -0.2557
O 1.3459 2.9440 -0.8114
N 0.0175 4.0836 0.6552
C -0.7240 2.9726 1.2514
C -1.7804 2.3833 0.3416
C -3.1301 2.6176 0.5319
C -4.0530 2.0210 -0.3134
C -3.6063 1.2115 -1.3436
C -2.2467 1.0192 -1.4841
N -1.3607 1.5911 -0.6571
H 2.6870 5.0559 -0.9722
H 1.7070 5.9933 0.1827
H 1.1365 5.7286 -1.4762
H -0.1746 5.0026 1.0147
H -1.2044 3.3635 2.1440
H -0.0274 2.1951 1.5796
H -3.4533 3.2533 1.3460
H -5.1132 2.1806 -0.1634
H -4.2955 0.7209 -2.0187
H -1.8388 0.3819 -2.2571
O 3.6921 -0.7784 2.0696
P 2.3259 -0.4409 1.3683
O 1.4168 0.3363 2.2521
O 2.5719 0.1075 -0.0381
O 1.6380 -1.9192 1.1547
P 0.0823 -2.0084 0.8004
O -0.6512 -1.3613 2.0502
O -0.3642 -3.4230 0.6232
O -0.2098 -1.1367 -0.4346
H 4.3575 -1.1575 1.4815
H -0.0894 -0.6522 2.4364
Te -2.5232 -3.1625 -0.5795
C -4.4617 -2.3112 -0.7973
C -4.9647 -2.3610 -2.0968
C -6.2116 -1.8111 -2.3750
C -6.9377 -1.1961 -1.3637
C -6.4200 -1.1241 -0.0748
C -5.1781 -1.6747 0.2109
C -3.0584 -4.7463 0.6692
C -3.9598 -4.6088 1.7155
C -4.2321 -5.7054 2.5184
C -3.6099 -6.9217 2.2722
C -2.7049 -7.0484 1.2271
C -2.4171 -5.9565 0.4240
H -4.3988 -2.8361 -2.8917
H -6.6139 -1.8670 -3.3792
H -7.9108 -0.7720 -1.5795
H -6.9860 -0.6385 0.7114
H -4.7715 -1.5896 1.2106
H -4.4478 -3.6654 1.9129
H -4.9300 -5.6076 3.3395
H -3.8290 -7.7744 2.9013
H -2.2158 -7.9955 1.0409
H -1.6932 -6.0460 -0.3765
```

## Properties
E_LUMO	-6.3	eV
largest force on an atom	0.04500	hartree/bohr
net charge	+1
HOMO-LUMO gap	3.36	eV